1.
C51H79BBrN4O2P3Rb as an isolated structure. Source: the Open Molecules 2025 dataset; level of theory: the ωB97M-V functional and the def2-TZVPD basis.

The HOMO-LUMO gap is 4.624 eV. The total charge is -1. The strongest force on any atom comes out at 0.82 eV/A. The highest occupied orbital energy comes out at -2.939 eV. For the energy above the lowest of the compared OMol25 structures with the same formula, charge and spin, the calculation gives 0.794 eV. The calculation puts the calculated total energy at -163468.341 eV.

Geometry as XYZ:
```
142
Properties=species:S:1:pos:R:3:lowdin_charge:R:1
Rb 0.83 0.13 0.87 0.7109
Br 6.96 -3.35 -3.58 0.7198
P -1.37 -2.92 -2.88 1.1524
P -1.79 -1.69 3.27 0.8341
P -2.44 2.64 -3.02 1.1606
O 2.76 -2.00 0.47 -0.0097
O 3.43 -0.21 -1.33 -0.0660
N 3.02 -4.38 1.51 0.1653
N -2.78 0.83 -0.96 -0.0676
N 4.38 -5.87 0.63 0.1759
N -2.84 -1.43 -1.08 -0.0652
C 0.14 -4.34 -1.04 -0.1204
C -1.79 -3.58 -5.55 -0.1190
C -0.44 3.38 -4.86 -0.1208
C -2.40 2.21 -1.18 -0.2952
C -0.41 1.08 -3.96 -0.1314
C -5.30 1.16 -0.95 -0.0259
C 0.45 2.53 2.86 -0.3135
C 1.28 0.68 4.46 -0.0729
C -2.26 -2.88 4.61 -0.3202
C 0.94 -4.31 -3.38 -0.1212
C -6.52 0.48 -0.96 -0.1218
C 2.06 -5.90 3.28 -0.0047
C -0.63 2.56 -3.58 -0.7030
C -4.12 0.44 -1.01 -0.1983
C -3.31 4.90 -4.38 -0.1287
C 3.32 3.38 0.59 -0.0582
C 2.88 -5.57 2.21 -0.1995
C 0.98 3.30 1.80 -0.2810
C 2.31 2.85 1.57 -0.3048
C 3.81 -7.83 2.14 -0.0253
C 2.13 -7.20 3.77 -0.0921
C 4.08 -1.38 -1.37 -0.2069
C 3.70 -2.34 -0.40 -0.1885
C 2.99 -8.15 3.21 -0.0984
C -4.15 -0.97 -1.08 -0.2245
C -6.55 -0.91 -1.04 -0.1269
C -2.53 -2.82 -1.42 -0.2997
C 1.44 1.63 3.30 -0.3671
C -3.43 -1.49 2.47 -0.2905
C 4.31 -3.60 -0.40 -0.0627
C 5.05 -1.68 -2.30 -0.0517
C -3.41 -2.06 -4.42 -0.1008
C -0.32 -4.45 -2.50 -0.7061
C -4.27 4.51 -2.14 -0.1322
C -1.97 5.45 -2.32 -0.0897
C 0.43 2.97 -2.56 -0.0916
C 5.28 -3.90 -1.36 -0.0939
C -0.91 2.69 3.48 -0.0571
C 3.74 -6.53 1.66 -0.1823
C 5.64 -2.94 -2.28 -0.6750
C 0.29 4.47 1.16 -0.0679
C 3.90 1.09 2.59 -0.0641
C 3.91 -4.60 0.58 -0.2458
C -2.96 4.47 -2.94 -0.7169
C -5.37 -1.65 -1.10 -0.0455
C 3.74 0.73 -2.35 -0.0480
C 2.59 1.83 2.50 -0.3635
C -0.94 -5.83 -2.72 -0.0982
C -3.57 -4.52 -4.06 -0.0972
C -2.59 -3.36 -4.26 -0.7104
C -1.04 -2.88 2.08 -0.3260
B -1.87 -0.32 -0.92 -0.4203
H 3.57 0.31 -3.34 0.1022
H -4.11 -0.96 3.14 0.0371
H -4.04 4.21 -4.82 0.0742
H -3.77 5.91 -4.36 0.0777
H -5.41 -2.73 -1.15 0.0944
H -1.05 0.79 -4.80 0.0668
H 4.72 1.75 2.92 0.0703
H -1.04 5.52 -2.89 0.0608
H -3.46 -3.33 -1.65 0.0546
H -0.04 -3.16 2.41 0.0236
H -4.02 -2.12 -5.33 0.0841
H -1.41 2.36 -0.74 0.0617
H 0.43 -3.31 -0.80 0.0713
H -2.46 -3.60 -6.41 0.0799
H 0.64 0.93 -4.26 0.0807
H 3.85 0.26 3.29 0.0590
H -2.83 -3.72 4.21 0.0318
H -0.70 4.21 0.78 0.0471
H 1.01 -4.99 -0.88 0.0797
H 5.36 -0.96 -3.03 0.1000
H -4.09 -4.47 -3.10 0.0649
H -4.10 4.48 -1.07 0.0694
H -2.76 -1.18 -4.50 0.0685
H 0.22 3.93 -2.10 0.0571
H 5.76 -4.86 -1.39 0.0946
H 4.17 3.86 1.09 0.0705
H -0.96 -2.37 1.11 -0.0166
H 4.21 0.68 1.61 0.0589
H 1.66 -5.11 -3.15 0.0800
H 4.48 -8.56 1.71 0.1065
H 1.41 3.04 -3.06 0.0789
H -1.72 5.16 -1.30 0.0693
H -2.09 -3.34 -0.57 0.0513
H -2.42 6.45 -2.29 0.0838
H 0.87 4.86 0.32 0.0517
H 2.02 -0.13 4.44 0.0574
H 2.88 4.13 -0.08 0.0572
H -1.25 -4.53 -5.53 0.0584
H 1.40 1.19 5.43 0.0714
H -4.34 -4.48 -4.85 0.0828
H -5.29 2.25 -0.87 0.0796
H 0.70 -4.36 -4.45 0.0587
H 4.77 1.08 -2.26 0.1035
H 0.15 5.29 1.87 0.0734
H 0.53 2.23 -1.76 0.0664
H -1.51 3.43 2.94 0.0607
H -3.32 -0.90 1.56 0.0181
H -0.64 -4.65 -0.34 0.0665
H -7.51 -1.42 -1.05 0.0855
H 0.54 3.14 -5.29 0.0812
H -1.48 1.75 3.49 0.0516
H 3.01 -9.15 3.61 0.0981
H -1.88 -5.95 -2.17 0.0806
H 2.58 -2.79 1.05 0.0738
H -3.08 2.89 -0.67 0.0649
H -2.44 4.94 -5.03 0.0467
H -4.09 -1.90 -3.58 0.0681
H -4.81 5.44 -2.36 0.0812
H -3.08 -5.49 -4.14 0.0524
H -7.45 1.04 -0.91 0.0862
H -4.93 3.68 -2.41 0.0641
H -1.06 -2.78 -5.70 0.0763
H -1.36 -3.26 5.09 0.0245
H 3.73 2.59 -0.05 0.0488
H -1.21 3.13 -5.61 0.0772
H -1.13 -6.04 -3.78 0.0596
H -0.24 -6.61 -2.36 0.0819
H 1.43 -3.35 -3.20 0.0705
H -2.86 -2.37 5.36 0.0271
H 0.29 0.23 4.46 0.0212
H 5.08 -6.26 0.02 0.1501
H -0.62 0.41 -3.12 0.0232
H 1.39 -5.17 3.72 0.1097
H -3.88 -2.46 2.21 0.0447
H 3.07 1.57 -2.19 0.0760
H -1.66 -3.78 1.96 0.0437
H 1.49 -7.48 4.60 0.0991
H -0.47 4.46 -4.69 0.0591
H -0.86 3.03 4.53 0.0703
```

2.
The molecule C3H7N in a non-equilibrium geometry. Source: the Open Molecules 2025 dataset; level of theory: the ωB97M-V functional and the def2-TZVPD basis.

The HOMO-LUMO gap is 9.153 eV. The strongest force on any atom comes out at 1.40 eV/A. The highest occupied orbital energy comes out at -8.008 eV. For the energy above the lowest of the compared OMol25 structures with the same formula, charge and spin, the calculation gives 0.991 eV. The calculation puts the calculated total energy at -4713.166 eV.

Geometry as XYZ:
```
11
Properties=species:S:1:pos:R:3:lowdin_charge:R:1
N 0.32 -0.58 0.09 -0.0939
C -0.02 0.74 0.33 -0.2838
C -0.74 -1.47 -0.43 -0.1033
C 0.81 1.79 0.29 -0.0390
H -1.48 -0.84 -0.94 0.0716
H 1.19 -0.67 -0.40 0.1117
H 0.74 2.52 1.11 0.0396
H 1.78 1.88 -0.20 0.0393
H -1.33 -1.97 0.34 0.0697
H -0.28 -2.23 -1.05 0.0769
H -0.98 0.84 0.85 0.1112
```

3.
An isolated ion of composition C3H2N3S2 and charge -1 in a non-equilibrium geometry. Source: the Open Molecules 2025 dataset; level of theory: the ωB97M-V functional and the def2-TZVPD basis.

The HOMO-LUMO gap is 5.837 eV. The total charge is -1. The strongest force on any atom comes out at 4.38 eV/A. The highest occupied orbital energy comes out at -2.620 eV. For the energy above the lowest of the compared OMol25 structures with the same formula, charge and spin, the calculation gives 0.467 eV. The calculation puts the calculated total energy at -29280.912 eV.

Geometry as XYZ:
```
10
Properties=species:S:1:pos:R:3:lowdin_charge:R:1
S -3.68 -0.65 -1.45 0.4827
S -1.10 -1.03 3.11 0.1325
N -1.95 -0.96 0.74 -0.0560
N -0.06 1.54 0.33 0.1646
N -0.87 -0.65 1.42 -0.6459
C -2.57 -0.84 -0.30 -0.7776
C 0.14 0.13 0.83 -0.3720
C 0.00 0.62 -0.52 -0.1384
H 1.16 -0.32 1.01 0.1312
H -0.33 0.60 -1.51 0.0789
```

4.
C2H3MgO2Tl as an isolated structure in a non-equilibrium geometry. Source: the Open Molecules 2025 dataset; level of theory: the ωB97M-V functional and the def2-TZVPD basis.

The HOMO-LUMO gap (spin up / spin down) is 5.450 / 5.083 eV. The strongest force on any atom comes out at 3.91 eV/A. The highest occupied orbital energy (spin up / spin down) comes out at -6.410 / -5.993 eV. For the energy above the lowest of the compared OMol25 structures with the same formula, charge and spin, the calculation gives 0.276 eV. The calculation puts the calculated total energy at -16349.623 eV.

Geometry as XYZ:
```
9
Properties=species:S:1:pos:R:3:lowdin_charge:R:1
Tl 2.95 -1.30 1.26 0.8776
Mg 0.08 2.31 0.29 0.5836
O -1.77 0.56 -0.01 -0.2876
O 1.40 -0.18 -0.08 -0.6574
C -0.75 0.38 -0.75 -0.3262
C 0.19 -0.75 -0.42 -0.4950
H -2.07 1.76 0.68 0.0932
H 0.24 -1.38 -1.34 0.1079
H -0.27 -1.40 0.37 0.1038
```